a.
Computed, not measured: a 2-piece molecular cluster, C4H10NO overall, with ωB97M-V/def2-TZVPD.

Charge: +1
Highest occupied orbital energy (hartree): -0.4771

Each line ends with the Löwdin charge.
CARTESIAN COORDINATES (ANGSTROEM)
C1 -0.100 1.173 -2.314  0.1604
N1 0.938 1.386 -1.617  0.2079
H1 -0.777 0.375 -2.026  0.1233
H2 -0.305 1.786 -3.184  0.1252
H3 1.521 2.186 -1.842  0.1631
H4 1.214 0.707 -0.877  0.0858
C2 -1.613 -0.791 1.765  -0.0803
C3 -0.401 -0.258 1.059  -0.1613
C4 0.652 -1.002 0.798  -0.1796
O1 1.779 -0.518 0.137  -0.0498
H5 -2.441 -0.901 1.072  0.0771
H6 -1.377 -1.749 2.215  0.0816
H7 -1.930 -0.090 2.530  0.0816
H8 -0.384 0.805 0.835  0.1055
H9 0.694 -2.056 1.031  0.1322
H10 2.530 -1.052 0.419  0.1272

***

b.
Computed, not measured: a 2-piece molecular cluster, C4H10NO overall, with ωB97M-V/def2-TZVPD.

Charge: +1
Highest occupied orbital energy (hartree): -0.5298

Each line ends with the Löwdin charge.
CARTESIAN COORDINATES (ANGSTROEM)
C1 -2.138 1.626 0.586  0.0136
C2 0.157 1.719 -0.135  0.1723
N1 -0.884 1.039 0.106  0.0154
H1 -2.667 0.866 1.153  0.1095
H2 -2.773 1.872 -0.265  0.1141
H3 -1.934 2.514 1.174  0.1056
H4 0.203 2.780 0.086  0.1285
H5 1.086 1.252 -0.439  0.1181
H6 -0.801 0.003 -0.006  0.1094
O1 -0.412 -1.652 -0.470  0.0116
C3 0.654 -1.848 0.084  -0.2790
C4 1.949 -2.059 -0.624  -0.0311
H7 0.695 -1.732 1.182  0.1326
H8 2.471 -2.939 -0.241  0.0966
H9 2.627 -1.212 -0.506  0.0885
H10 1.766 -2.227 -1.685  0.0943

***

c.
Computed, not measured: an isolated ion of composition C4H10NO and charge +1, with ωB97M-V/def2-TZVPD.

Charge: +1
Highest occupied orbital energy (hartree): -0.5679
Structure (SMILES): C[N+](C)=CCO

Each line ends with the Löwdin charge.
CARTESIAN COORDINATES (ANGSTROEM)
C1 2.078 0.397 0.115  0.0473
N1 0.656 0.057 -0.027  -0.1410
C2 0.456 -1.412 -0.015  0.0307
C3 -0.308 0.858 -0.017  0.0264
C4 -1.872 0.776 0.058  -0.1390
O1 -2.387 -0.548 0.161  -0.0526
H1 2.592 -0.217 0.817  0.1164
H2 2.183 1.409 0.097  0.0823
H3 2.514 -0.090 -0.714  0.0982
H4 1.335 -1.771 -0.545  0.0970
H5 -0.463 -1.796 -0.579  0.1311
H6 0.375 -1.560 1.090  0.1391
H7 0.030 1.838 0.051  0.1281
H8 -1.953 1.477 0.958  0.1642
H9 -2.138 1.164 -0.930  0.1416
H10 -3.100 -0.581 -0.522  0.1301

***

Calculated relative energies: a 0.0109; b 0.0000; c 0.0327, given in hartree

***

a.
Computed, not measured: an isolated ion of composition C4H10NO and charge +1, with ωB97M-V/def2-TZVPD.

Charge: +1
Highest occupied orbital energy (hartree): -0.5078
Structure (SMILES): C[C@@H]([NH3+])CC=O

Each line ends with the Löwdin charge.
CARTESIAN COORDINATES (ANGSTROEM)
C1 -0.666 0.565 -1.729  -0.0329
C2 -0.655 0.444 -0.214  -0.3464
N1 -2.095 0.309 0.238  0.2268
C3 0.203 -0.725 0.258  -0.0943
C4 1.650 -0.239 0.383  -0.2375
O1 2.342 -0.533 1.311  0.1097
H1 -1.184 1.457 -2.099  0.0974
H2 -1.191 -0.280 -2.176  0.1017
H3 0.323 0.735 -2.129  0.0959
H4 -0.321 1.380 0.202  0.1536
H5 -2.542 -0.569 -0.032  0.1818
H6 -2.634 1.121 -0.070  0.1781
H7 -2.137 0.316 1.261  0.1783
H8 0.182 -1.456 -0.510  0.1180
H9 -0.088 -1.148 1.216  0.1328
H10 2.004 0.484 -0.380  0.1370

***

b.
Computed, not measured: a 2-piece molecular cluster, C4H10NO overall, with ωB97M-V/def2-TZVPD.

Charge: +1
Highest occupied orbital energy (hartree): -0.5328

Each line ends with the Löwdin charge.
CARTESIAN COORDINATES (ANGSTROEM)
C1 1.012 -0.593 1.631  -0.0031
C2 0.142 -0.428 0.394  -0.3290
C3 0.125 -1.380 -0.556  0.1173
C4 -1.683 1.029 0.954  0.2176
N1 -0.774 0.626 0.150  0.0761
H1 0.574 -0.204 2.543  0.0791
H2 1.133 -1.664 1.746  0.0898
H3 1.991 -0.182 1.389  0.0993
H4 -0.359 -1.041 -1.462  0.0725
H5 0.709 -2.281 -0.469  0.0958
H6 -2.276 1.853 0.593  0.1270
H7 -1.659 0.713 1.990  0.1300
H8 -0.612 1.137 -0.725  0.1436
H9 0.138 1.146 -3.297  0.0844
H10 1.018 0.220 -2.476  0.0504
O1 0.521 1.046 -2.405  -0.0506

***

c.
Computed, not measured: an isolated ion of composition C4H10NO and charge +1, with ωB97M-V/def2-TZVPD.

Charge: +1
Highest occupied orbital energy (hartree): -0.4862
Structure (SMILES): [NH3+]CCCC=O

Each line ends with the Löwdin charge.
CARTESIAN COORDINATES (ANGSTROEM)
N1 0.024 1.004 2.038  0.1938
C1 0.381 -0.208 1.222  -0.1680
C2 -0.461 -0.163 -0.046  -0.2308
C3 0.440 -0.447 -1.192  -0.1906
C4 -0.352 -0.564 -2.529  -0.1813
O1 -1.473 0.000 -2.591  0.0058
H1 -0.965 0.850 2.302  0.1906
H2 0.584 1.125 2.903  0.1861
H3 0.306 1.756 1.402  0.1747
H4 1.432 -0.310 0.925  0.1334
H5 0.084 -1.117 1.791  0.1487
H6 -0.756 0.864 -0.343  0.1308
H7 -1.373 -0.747 0.205  0.1478
H8 0.949 -1.483 -1.335  0.1530
H9 1.199 0.427 -1.217  0.1595
H10 -0.018 -0.987 -3.534  0.1465

***

d.
Computed, not measured: a 3-piece molecular cluster, C4H10NO overall, with ωB97M-V/def2-TZVPD.

Charge: +1
Highest occupied orbital energy (spin up / spin down) (hartree): -0.5331 / -0.5330

Each line ends with the Löwdin charge.
CARTESIAN COORDINATES (ANGSTROEM)
C1 1.714 0.172 -0.131  -0.1174
C2 1.902 1.604 0.073  -0.0338
C3 0.103 -1.713 -0.065  -0.0141
C4 -2.261 0.555 0.060  -0.2019
N1 0.701 -0.540 0.129  0.0621
O1 -1.211 1.153 -0.192  -0.0241
H1 2.677 -0.488 -0.410  0.1980
H2 2.125 1.903 1.124  0.1208
H3 0.920 2.073 -0.145  0.0913
H4 2.916 1.789 -0.368  0.1123
H5 -0.316 -2.005 -0.981  0.1088
H6 -1.046 -1.383 0.458  0.0994
H7 0.496 -2.509 0.574  0.1469
H8 -3.007 0.371 -0.737  0.1219
H9 -2.469 0.401 1.205  0.1457
H10 -1.979 -0.940 0.227  0.1840

***

Calculated relative energies: a 0.0000; b 0.0292; c 0.0431; d 0.2216, given in hartree

***

a.
Computed, not measured: a 9-piece molecular cluster, H17O9 overall, with ωB97M-V/def2-TZVPD.

Charge: -1
Highest occupied orbital energy (hartree): -0.2498

Each line ends with the Löwdin charge.
CARTESIAN COORDINATES (ANGSTROEM)
O1 0.233 2.096 -0.406  -0.1710
H1 0.753 1.406 -1.069  0.1058
H2 0.384 1.611 0.496  0.0279
O2 -2.175 0.966 -1.539  -0.1231
H3 -2.138 1.374 -0.600  0.0982
O3 -2.597 -1.255 -2.367  -0.1195
H4 -2.470 -0.831 -1.431  0.0705
H5 -2.776 -0.588 -2.980  -0.0246
O4 -0.074 0.136 1.592  -0.3000
H6 0.602 -0.135 2.239  0.0238
H7 0.077 -0.606 0.518  0.0327
O5 2.504 -0.433 -1.749  -0.1054
H8 1.553 -0.705 -2.275  0.1540
H9 2.265 -0.304 -0.920  -0.1433
O6 2.365 1.000 0.830  -0.0958
H10 2.421 1.634 0.119  0.0257
H11 1.415 0.751 0.990  -0.0334
O7 0.275 -1.157 -0.528  -0.1995
H12 0.078 -2.021 -0.662  -0.0290
H13 -1.345 0.485 -1.654  0.0074
O8 -2.539 0.890 2.523  -0.0671
H14 -1.629 0.764 2.206  -0.0237
H15 -2.793 0.033 2.721  -0.0247
O9 1.742 -1.944 1.614  -0.0624
H16 1.290 -1.616 0.815  -0.0263
H17 2.581 -1.552 1.517  0.0029

***

b.
Computed, not measured: a 9-piece molecular cluster, H17O9 overall, with ωB97M-V/def2-TZVPD.

Charge: -1
Highest occupied orbital energy (hartree): -0.2523

Each line ends with the Löwdin charge.
CARTESIAN COORDINATES (ANGSTROEM)
O1 -2.124 -0.045 2.590  -0.1434
H1 -2.738 -0.456 1.976  -0.0464
H2 -1.200 -0.387 2.263  0.0006
O2 1.112 1.563 1.522  -0.1079
H3 0.770 0.612 1.464  -0.0119
O3 0.110 0.765 -3.793  -0.0575
H4 0.649 0.102 -3.356  0.0187
H5 -0.791 0.448 -3.737  0.0451
O4 -0.009 -0.763 1.347  -0.3544
H6 0.805 -0.995 1.804  0.0143
H7 0.289 -0.792 -0.223  -0.0085
O5 2.162 3.609 0.106  -0.1153
H8 2.185 3.302 -0.801  -0.0217
H9 2.077 2.731 0.529  -0.0237
O6 0.040 -3.427 1.093  -0.0998
H10 0.228 -2.457 1.115  -0.0303
H11 -0.371 -3.615 0.250  0.0130
O7 0.412 -1.063 -1.197  -0.1161
H12 1.227 -1.579 -1.141  0.0352
H13 0.348 2.069 1.830  0.0541
O8 -3.275 -1.609 0.300  -0.0631
H14 -2.312 -1.564 0.383  0.0206
H15 -3.553 -0.735 0.620  0.0308
O9 1.563 1.713 -1.751  -0.0684
H16 1.697 1.067 -1.058  0.0195
H17 0.698 1.508 -2.135  0.0165

***

Calculated relative energies: a 0.0790; b 0.0000, given in hartree